C33H46Cl2F4KN2O3Si2Te as an isolated structure. Source: OMol25; level of theory: ωB97M-V/def2-TZVPD.

Atoms and positions in Å:
K 0.147 -0.194 -1.494
C -3.231 0.779 -2.048
N -2.063 1.529 -2.457
C -2.120 2.873 -1.922
C -1.923 1.589 -3.913
C -1.861 0.236 -4.606
N -0.711 -0.501 -4.154
C -0.483 -1.702 -4.656
C 0.735 -2.359 -4.294
F 1.599 -1.681 -3.497
C 1.084 -3.618 -4.692
F 2.254 -4.130 -4.246
C 0.289 -4.386 -5.532
C -0.882 -3.775 -5.937
F -1.714 -4.447 -6.761
C -1.262 -2.513 -5.540
F -2.454 -2.064 -6.025
H -4.165 1.180 -2.483
H -3.321 0.831 -0.962
H -3.139 -0.265 -2.344
H -2.988 3.439 -2.311
H -1.217 3.422 -2.196
H -2.182 2.836 -0.834
H -1.006 2.143 -4.126
H -2.765 2.173 -4.336
H -1.832 0.452 -5.687
H -2.819 -0.279 -4.455
H 0.560 -5.383 -5.835
O 1.413 -2.313 -0.707
C 1.829 -2.388 0.659
C 1.205 -1.143 1.390
O 0.987 -1.249 2.600
O 1.080 -0.135 0.659
C 1.408 -3.742 1.198
C 2.148 -4.861 0.824
C 1.746 -6.138 1.180
C 0.592 -6.314 1.926
C -0.148 -5.205 2.307
C 0.254 -3.929 1.949
C 3.324 -2.165 0.792
C 4.081 -1.657 -0.253
C 5.432 -1.395 -0.073
C 6.032 -1.622 1.154
C 5.273 -2.117 2.207
C 3.929 -2.386 2.027
H 1.848 -2.994 -1.231
H 3.061 -4.731 0.254
H 2.338 -6.994 0.878
H 0.268 -7.307 2.210
H -1.051 -5.329 2.892
H -0.320 -3.070 2.266
H 3.614 -1.457 -1.209
H 6.014 -1.003 -0.898
H 7.084 -1.410 1.293
H 5.731 -2.286 3.173
H 3.328 -2.750 2.850
C -4.332 5.196 2.939
Si -3.493 3.509 2.755
C -4.601 2.385 1.730
C -3.250 2.733 4.451
C -1.831 3.778 1.910
Te -0.694 1.961 1.687
C 0.899 2.979 0.676
Si 2.408 3.328 1.749
C 1.845 4.358 3.229
C 3.230 1.745 2.318
C 3.646 4.346 0.751
H -5.282 5.116 3.471
H -4.534 5.635 1.962
H -3.700 5.893 3.490
H -5.555 2.221 2.234
H -4.140 1.410 1.568
H -4.811 2.813 0.749
H -4.199 2.697 4.989
H -2.544 3.305 5.053
H -2.863 1.717 4.390
H -1.230 4.485 2.484
H -1.992 4.205 0.917
H 0.442 3.905 0.317
H 1.162 2.367 -0.181
H 1.094 3.823 3.811
H 1.426 5.318 2.925
H 2.691 4.562 3.888
H 2.558 1.121 2.907
H 4.107 1.983 2.925
H 3.556 1.141 1.473
H 3.231 5.305 0.439
H 3.963 3.815 -0.148
H 4.541 4.549 1.340
Cl -3.863 -3.134 1.375
C -3.453 -2.278 -0.119
Cl -1.757 -2.484 -0.545
H -3.645 -1.222 0.038
H -4.061 -2.681 -0.922

Calculated values
Strongest force on any atom: 1.373 eV Å⁻¹
Lowest unoccupied orbital energy: 2.0 eV
Energy relative to the best compared isomer or geometry (same formula, charge and spin): 0.000 eV
Total charge: -1
2S+1: 1

***

C33H46Cl3IrN4O2SSi as an isolated structure. Source: OMol25; level of theory: ωB97M-V/def2-TZVPD.

Atoms and positions in Å:
Ir 0.608 0.639 0.951
C -2.748 2.195 -2.116
C -4.185 1.724 -1.976
C -4.950 2.601 -0.975
C -4.449 0.218 -1.798
C -5.620 -0.178 -2.436
C -6.050 -1.490 -2.438
C -5.274 -2.444 -1.832
C -4.091 -2.127 -1.140
C -3.620 -3.385 -0.550
C -0.545 -2.384 -0.878
C -3.880 -3.936 0.741
C -3.692 -0.766 -1.110
N -2.580 -0.237 -0.262
C -3.030 0.570 0.716
C -2.355 1.318 1.638
C -3.020 2.098 2.621
C -2.060 2.674 3.403
C -0.807 2.247 2.905
N -0.982 1.454 1.835
C 0.563 2.605 3.428
C 0.437 3.276 4.799
C 1.409 1.338 3.608
C 1.248 3.578 2.457
H -2.748 3.218 -2.498
H -2.189 1.576 -2.818
H -2.203 2.208 -1.174
H -4.647 1.925 -2.944
H -4.459 2.651 -0.003
H -5.971 2.245 -0.831
H -5.000 3.623 -1.352
H -6.199 0.576 -2.955
H -6.964 -1.770 -2.946
H -5.568 -3.484 -1.864
H -0.116 -4.826 1.870
H 0.516 -2.552 -0.659
H 1.745 -1.035 -3.087
H -0.740 -2.432 -1.950
H -4.172 -4.964 0.871
H -0.251 -4.136 2.125
H -1.460 -4.486 -0.180
H -4.110 0.636 0.777
H -4.091 2.189 2.715
H -2.213 3.318 4.251
H -0.035 2.614 5.525
H -0.144 4.196 4.736
H 1.429 3.537 5.170
H 0.910 0.595 4.229
H 2.375 1.591 4.050
H 1.712 0.796 2.680
H 0.706 4.523 2.406
H 1.295 3.175 1.439
H 2.267 3.781 2.789
C 0.793 -0.449 -6.549
C 1.631 0.064 -5.389
N 2.628 -0.899 -4.926
C 3.720 -1.280 -5.828
C 3.514 -2.647 -6.464
C 2.569 -1.398 -3.706
S 0.210 0.899 -1.329
N 3.432 -2.274 -3.260
C 3.302 -2.611 -1.941
O 2.622 -1.965 -1.118
C 4.025 -3.827 -1.500
C 4.900 -4.493 -2.355
C 5.560 -5.629 -1.916
C 5.343 -6.105 -0.630
C 4.470 -5.443 0.224
C 3.815 -4.303 -0.207
H 0.052 0.301 -6.827
H 0.270 -1.367 -6.276
H 1.404 -0.651 -7.428
H 0.996 0.310 -4.538
H 2.152 0.982 -5.675
H 4.643 -1.274 -5.248
H 3.792 -0.500 -6.587
H 3.435 -3.412 -5.693
H 4.365 -2.888 -7.101
H 2.613 -2.673 -7.076
H 5.058 -4.109 -3.353
H 6.245 -6.145 -2.576
H 5.859 -6.994 -0.290
H 4.304 -5.817 1.226
H 3.137 -3.769 0.446
O 2.572 0.232 0.198
H 2.800 0.887 -0.473
H 2.589 -0.658 -0.277
Cl -1.891 -3.293 0.114
Si -0.867 -0.653 -0.335
Cl -4.461 -2.860 2.037
Cl 0.788 -1.600 1.856

Calculated values
⟨S²⟩: 0.76
Strongest force on any atom: 2.305 eV Å⁻¹
Lowest unoccupied orbital energy (spin up / spin down): -3.4 / -4.3 eV
Energy relative to the best compared isomer or geometry (same formula, charge and spin): 11.538 eV
Total charge: +1
2S+1: 2

***

C33H46MnNP3 as an isolated structure. Source: OMol25; level of theory: ωB97M-V/def2-TZVPD.

Atoms and positions in Å:
P -0.237 -2.051 -4.099
P -0.030 1.329 -4.408
C -0.459 -1.100 -5.752
C 0.290 0.249 -5.859
H -1.545 -0.946 -5.929
H -0.078 -1.797 -6.544
H 1.380 0.075 -5.972
H -0.077 0.831 -6.736
C -1.568 2.095 -5.039
H -1.943 2.820 -4.313
H -2.354 1.353 -5.216
H -1.325 2.610 -5.979
C 1.166 2.640 -4.748
H 0.802 3.209 -5.624
H 2.159 2.245 -4.970
H 1.238 3.311 -3.895
C -1.241 -3.440 -4.646
H -1.233 -4.204 -3.870
H -0.808 -3.843 -5.559
H -2.273 -3.133 -4.833
C 1.394 -2.685 -4.597
H 2.151 -1.919 -4.772
H 1.259 -3.240 -5.532
H 1.761 -3.376 -3.844
Mn -0.521 -1.523 0.552
C 0.701 2.071 -1.327
C -0.627 1.823 -1.175
C -1.497 0.868 -1.932
C -1.721 -0.714 -1.910
C -0.639 -1.767 -2.252
C 0.820 -1.486 -1.839
C 1.313 -0.248 -2.432
C 1.759 1.034 -1.664
C 0.282 -3.018 1.406
H 1.083 2.937 -0.757
H -1.073 2.206 -0.236
H -1.355 1.129 -2.985
H -2.516 1.216 -1.743
H -2.395 -1.012 -1.082
H -2.388 -0.805 -2.763
H -0.989 -2.822 -2.071
H 1.436 -2.391 -1.910
H 0.523 0.073 -3.187
H 2.191 -0.455 -3.053
H 2.256 0.783 -0.730
H 2.469 1.528 -2.360
H 1.223 -2.765 1.903
H 0.331 -3.782 0.602
H -0.605 -3.114 2.073
N -0.036 -0.016 1.495
P 0.070 0.374 3.061
C -1.318 -0.442 3.961
C -1.343 -0.926 5.287
C -2.509 -1.498 5.822
C -3.674 -1.607 5.047
C -3.661 -1.124 3.740
C -2.502 -0.523 3.220
C 1.609 -0.199 3.879
C 1.889 -0.303 5.277
C 3.117 -0.813 5.728
C 4.115 -1.181 4.819
C 3.894 -1.008 3.456
C 2.653 -0.495 3.000
C -0.047 2.076 3.759
C 1.009 2.755 4.404
C 0.831 3.988 5.045
C -0.419 4.597 5.060
C -1.485 3.975 4.396
C -1.284 2.739 3.773
H -0.461 -0.882 5.930
H -2.514 -1.886 6.848
H -4.578 -2.065 5.459
H -4.548 -1.207 3.109
H -2.517 -0.140 2.195
H 1.173 0.022 6.032
H 3.306 -0.935 6.803
H 5.073 -1.598 5.169
H 4.658 -1.268 2.723
H 2.487 -0.334 1.935
H 2.002 2.327 4.416
H 1.679 4.488 5.538
H -0.568 5.553 5.568
H -2.455 4.468 4.371
H -2.140 2.289 3.285

Calculated values
⟨S²⟩: 8.78
Strongest force on any atom: 5.302 eV Å⁻¹
Lowest unoccupied orbital energy (spin up / spin down): 0.2 / 0.2 eV
Energy relative to the best compared isomer or geometry (same formula, charge and spin): 2.845 eV
2S+1: 6

***

C33H46NP3Ti as an isolated structure. Source: OMol25; level of theory: ωB97M-V/def2-TZVPD.

Atoms and positions in Å:
P 1.385 5.126 -4.113
P -1.733 4.833 -4.309
C 0.521 6.047 -5.496
C -0.953 6.298 -5.175
H 0.627 5.425 -6.397
H 1.059 6.992 -5.663
H -1.067 7.158 -4.499
H -1.530 6.499 -6.091
C -2.500 4.059 -5.794
H -3.192 3.278 -5.451
H -1.712 3.593 -6.399
H -3.049 4.794 -6.401
C -3.237 5.700 -3.706
H -3.750 6.265 -4.501
H -2.940 6.384 -2.900
H -3.922 4.945 -3.297
C 2.880 4.640 -5.063
H 3.606 4.215 -4.357
H 3.340 5.487 -5.596
H 2.590 3.864 -5.784
C 2.120 6.594 -3.277
H 1.326 7.137 -2.750
H 2.620 7.265 -3.992
H 2.851 6.232 -2.543
Ti -0.075 -0.185 -0.010
C -1.590 1.425 -0.438
C -1.462 0.595 -1.578
C -0.664 0.939 -2.815
C 0.810 0.473 -2.810
C 1.501 0.557 -1.486
C 1.332 1.616 -0.593
C 0.513 2.844 -0.863
C -0.941 2.786 -0.349
C 1.717 -0.703 1.021
H -2.459 1.282 0.218
H -2.177 -0.227 -1.725
H -0.716 2.014 -3.064
H -1.146 0.427 -3.668
H 0.856 -0.561 -3.189
H 1.356 1.084 -3.548
H 2.326 -0.145 -1.329
H 2.010 1.698 0.262
H 0.518 3.134 -1.925
H 0.999 3.686 -0.341
H -0.943 3.133 0.699
H -1.521 3.545 -0.912
H 1.336 -0.760 2.053
H 2.708 -0.255 0.941
H 1.696 -1.716 0.554
N -0.765 -1.540 0.933
P -1.258 -2.659 1.987
C -2.261 -1.900 3.293
C -2.329 -0.498 3.381
C -3.052 0.101 4.416
C -3.711 -0.694 5.363
C -3.672 -2.087 5.265
C -2.972 -2.691 4.220
C -2.223 -3.880 1.066
C -1.602 -5.069 0.632
C -2.311 -5.980 -0.146
C -3.613 -5.674 -0.554
C -4.200 -4.451 -0.197
C -3.504 -3.539 0.598
C -0.075 -3.688 2.868
C 1.319 -3.505 2.851
C 2.155 -4.390 3.551
C 1.592 -5.461 4.265
C 0.209 -5.668 4.278
C -0.612 -4.799 3.567
H -1.811 0.107 2.628
H -3.093 1.190 4.488
H -4.265 -0.226 6.173
H -4.189 -2.717 5.999
H -2.986 -3.775 4.127
H -0.567 -5.288 0.917
H -1.837 -6.927 -0.425
H -4.166 -6.383 -1.164
H -5.209 -4.206 -0.533
H -3.939 -2.571 0.862
H 1.755 -2.691 2.299
H 3.246 -4.243 3.543
H 2.248 -6.147 4.816
H -0.244 -6.503 4.830
H -1.684 -5.011 3.531

Calculated values
Strongest force on any atom: 7.355 eV Å⁻¹
Lowest unoccupied orbital energy (spin up / spin down): -8.4 / -8.4 eV
Energy relative to the best compared isomer or geometry (same formula, charge and spin): 0.000 eV
Total charge: +2
2S+1: 1

***

Number 1: M 888.5 Da. Number 2: M 889.5 Da. Number 3: M 604.6 Da. Number 4: M 597.5 Da.